The following is a quantum chemistry calculation of a structure of composition C33H35N2O2Sb2SeTi in a non-equilibrium geometry, from OMol25.

The total charge is +3. The value obtained for the total energy is -5268.9248 a.u. The relative energy (zero: lowest compared OMol25 entry of this formula, charge and spin) comes out at 0.00 kcal/mol. Its largest force on an atom is 0.0339 Eh/bohr. The HOMO energy comes out at -16.12 eV.

Cartesian coordinates (Å):
Ti 0.617 0.142 0.825
C 1.259 -1.269 -3.239
C 1.145 0.064 -3.991
C 0.961 1.297 -3.096
Sb 2.409 1.367 -1.490
C 1.020 2.145 0.053
C 1.618 2.499 1.288
C 0.893 3.207 2.241
C -0.440 3.536 2.007
C -1.052 3.163 0.820
C -0.331 2.470 -0.155
C 3.232 3.284 -1.893
C 4.428 3.275 -2.603
C 4.977 4.490 -2.997
C 4.343 5.681 -2.663
C 3.154 5.669 -1.942
C 2.586 4.464 -1.548
Sb 0.082 -1.400 -1.454
C -0.265 -3.448 -1.180
C -1.472 -3.831 -0.601
C -1.778 -5.183 -0.533
C -0.883 -6.126 -1.032
C 0.323 -5.726 -1.598
C 0.644 -4.377 -1.672
C -1.841 -0.676 -1.941
C -2.640 -0.076 -0.967
C -3.923 0.352 -1.287
C -4.405 0.178 -2.578
C -3.613 -0.427 -3.548
C -2.329 -0.857 -3.234
H 2.278 -1.462 -2.913
H 0.938 -2.120 -3.837
H 0.312 0.024 -4.694
H 2.046 0.175 -4.596
H -0.039 1.285 -2.664
H 1.077 2.226 -3.647
H 2.673 2.342 1.439
H 1.386 3.546 3.145
H -0.994 4.105 2.745
H -2.082 3.438 0.629
H -0.800 2.271 -1.106
H 4.939 2.350 -2.851
H 5.905 4.501 -3.559
H 4.782 6.625 -2.960
H 2.661 6.602 -1.688
H 1.656 4.469 -0.995
H -2.181 -3.095 -0.241
H -2.721 -5.502 -0.104
H -1.131 -7.180 -0.986
H 1.014 -6.465 -1.986
H 1.587 -4.074 -2.112
H -2.284 0.056 0.040
H -4.553 0.812 -0.533
H -5.405 0.511 -2.828
H -3.999 -0.571 -4.551
H -1.724 -1.341 -3.995
O -0.781 0.572 2.234
C -0.855 -0.679 2.469
O -0.323 -1.439 1.594
C -1.550 -1.244 3.693
N -1.278 -0.422 4.929
C -1.581 -1.356 6.084
C -0.946 -2.663 5.622
C -1.155 -2.688 4.083
H -2.617 -1.162 3.487
H -1.810 0.444 4.966
H -0.289 -0.187 4.931
H -2.663 -1.433 6.167
H -1.177 -0.942 7.001
H -1.412 -3.512 6.115
H 0.114 -2.676 5.866
H -1.942 -3.378 3.790
H -0.250 -2.987 3.563
Se 2.848 -0.834 1.350
C 2.102 -0.526 2.976
N 1.506 -0.303 3.936

Löwdin atomic charge list, values in e, 4 entries:
1. Ti 0.65
2. C -0.34
3. C -0.33
4. C -0.36

The following is a quantum chemistry calculation of a cluster of 5 separate species, C21H51O9P in total in a non-equilibrium geometry, from OMol25.

The value obtained for the total energy is -1849.1676 a.u. Its largest force on an atom is 0.0266 Eh/bohr. The HOMO energy comes out at -8.56 eV.

Cartesian coordinates (Å):
C 2.810 -3.490 3.283
C 2.825 -2.677 1.973
C 3.706 -1.446 2.024
O 4.428 -1.150 1.121
O 3.562 -0.703 3.142
C 3.721 0.693 2.901
C 2.686 1.260 1.914
P 1.260 2.110 2.782
C -0.033 0.754 2.685
O -1.071 0.999 3.613
C -1.774 -0.165 3.994
O -3.114 -0.105 3.642
C -3.330 -0.367 2.268
C -3.225 -1.859 1.904
O -3.951 -2.154 0.727
H 3.776 -3.974 3.418
H 2.550 -2.884 4.146
H 2.060 -4.275 3.184
H 3.157 -3.295 1.147
H 1.804 -2.330 1.788
H 3.572 1.176 3.865
H 4.720 0.946 2.548
H 3.165 2.005 1.279
H 2.261 0.507 1.246
H 0.879 3.132 1.885
H -0.446 0.753 1.669
H 0.518 -0.169 2.887
H -1.297 -1.059 3.575
H -1.698 -0.238 5.078
H -2.588 0.188 1.688
H -4.336 -0.033 2.023
H -3.549 -2.512 2.711
H -2.169 -2.098 1.716
H -3.596 -1.641 0.001
C -6.837 -3.371 -1.344
C -7.100 -4.593 -0.480
C -7.816 -4.218 0.808
O -5.866 -5.245 -0.183
H -6.194 -2.668 -0.809
H -6.317 -3.654 -2.261
H -7.763 -2.860 -1.613
H -7.702 -5.314 -1.035
H -7.204 -3.530 1.398
H -7.991 -5.104 1.420
H -8.776 -3.739 0.605
H -5.316 -4.619 0.301
C 3.056 6.181 -0.737
C 2.017 6.307 0.366
C 2.322 7.472 1.294
O 1.947 5.091 1.113
H 4.046 5.996 -0.311
H 2.822 5.340 -1.390
H 3.105 7.089 -1.341
H 1.030 6.445 -0.079
H 3.289 7.328 1.785
H 1.568 7.545 2.078
H 2.349 8.416 0.748
H 2.808 4.945 1.518
C 3.373 -1.425 -4.374
C 3.207 -1.452 -2.861
C 4.357 -0.749 -2.157
O 3.107 -2.803 -2.408
H 4.288 -1.945 -4.670
H 2.539 -1.936 -4.861
H 3.423 -0.401 -4.750
H 2.267 -0.969 -2.589
H 5.307 -1.245 -2.377
H 4.219 -0.784 -1.079
H 4.432 0.295 -2.469
H 3.929 -3.249 -2.636
C -0.965 -0.297 -3.935
C -0.641 1.127 -3.507
C -0.767 2.100 -4.668
O 0.676 1.183 -2.960
H -0.268 -0.632 -4.709
H -0.867 -0.983 -3.093
H -1.979 -0.372 -4.330
H -1.315 1.428 -2.704
H -0.065 1.840 -5.465
H -0.529 3.114 -4.345
H -1.777 2.094 -5.083
H 1.291 0.921 -3.652

Löwdin atomic charge list, values in e, 4 entries:
1. C -0.08
2. C -0.13
3. C -0.52
4. O 0.12

The following is a quantum chemistry calculation of a cluster of 2 separate species, C3H8O2S in total in a non-equilibrium geometry, from OMol25.

The value obtained for the total energy is -667.7412 a.u. The relative energy (zero: lowest compared OMol25 entry of this formula, charge and spin) comes out at 24.90 kcal/mol. Its largest force on an atom is 0.0304 Eh/bohr. The HOMO energy comes out at -9.18 eV.

Cartesian coordinates (Å):
C -0.928 0.520 -1.043
C -2.031 -0.113 -0.190
S -1.903 -1.918 0.252
H -1.124 1.566 -1.261
H 0.024 0.415 -0.514
H -0.797 0.018 -2.003
H -2.952 -0.063 -0.758
H -2.061 0.356 0.788
H -3.144 -1.901 0.796
O 3.872 -0.723 0.244
C 3.025 -0.208 0.884
O 2.984 1.124 1.285
H 2.061 -0.702 1.062
H 2.975 1.630 0.457

Löwdin atomic charge list, values in e, 4 entries:
1. C -0.16
2. C -0.60
3. S 0.62
4. H 0.07

The following is a quantum chemistry calculation of a structure of composition C28H46Br20N2S in a non-equilibrium geometry, from OMol25.

The value obtained for the total energy is -53082.1428 a.u. Its largest force on an atom is 0.1213 Eh/bohr. The HOMO energy comes out at -7.02 eV.

Cartesian coordinates (Å):
C 1.366 0.561 -2.681
C 0.347 1.170 -3.448
C -1.153 1.037 -3.218
C -2.063 2.277 -3.319
C -3.599 2.154 -3.138
C -4.127 0.769 -2.888
N -5.459 0.361 -2.731
S -5.418 -1.280 -2.448
N -3.754 -1.704 -2.515
C -3.205 -0.446 -2.759
C -1.720 -0.285 -2.938
H 1.752 0.926 -1.696
H 1.885 -0.341 -3.128
H 0.666 1.801 -4.333
H -1.636 3.286 -3.539
H -4.277 3.050 -3.224
H -0.987 -1.121 -2.878
Br 0.337 1.810 1.035
C -0.410 3.598 0.816
C -1.889 3.522 0.530
Br -2.228 2.990 -1.355
H 0.158 4.089 0.029
H -0.220 4.105 1.763
H -2.353 4.506 0.639
H -2.414 2.807 1.162
Br 2.437 5.941 1.456
C 3.546 4.607 2.348
C 2.772 3.874 3.413
Br 2.563 4.963 5.017
H 4.418 5.128 2.734
H 3.856 3.923 1.560
H 3.314 2.988 3.740
H 1.772 3.586 3.094
Br 4.300 -0.648 -4.685
C 3.086 -0.321 -6.173
C 3.443 0.949 -6.900
Br 2.861 2.523 -5.910
H 2.077 -0.313 -5.763
H 3.201 -1.184 -6.828
H 2.919 1.004 -7.854
H 4.511 1.060 -7.071
Br -3.393 -5.188 1.272
C -3.977 -3.521 2.097
C -5.030 -2.837 1.259
Br -4.242 -1.944 -0.300
H -3.086 -2.914 2.249
H -4.383 -3.810 3.065
H -5.514 -2.042 1.829
H -5.787 -3.520 0.880
Br -4.060 -1.677 5.424
C -3.105 -2.704 6.775
C -3.251 -4.186 6.539
Br -5.002 -4.826 7.104
H -3.484 -2.383 7.743
H -2.063 -2.401 6.679
H -2.536 -4.742 7.146
H -3.131 -4.468 5.495
Br 7.330 -0.358 -2.210
C 6.957 -2.156 -1.556
C 5.496 -2.331 -1.229
Br 5.045 -1.482 0.466
H 7.611 -2.324 -0.704
H 7.249 -2.819 -2.370
H 5.259 -3.386 -1.091
H 4.832 -1.910 -1.981
Br -0.258 -1.307 4.033
C 1.255 -2.379 3.428
C 1.948 -1.728 2.259
Br 0.952 -1.983 0.604
H 0.875 -3.374 3.205
H 1.924 -2.435 4.287
H 2.915 -2.194 2.077
H 2.084 -0.656 2.386
Br 6.577 4.599 4.561
C 7.295 2.786 4.546
C 7.454 2.267 3.140
Br 5.741 1.729 2.386
H 6.630 2.178 5.156
H 8.265 2.863 5.038
H 8.063 1.364 3.131
H 7.885 2.997 2.458
Br -1.524 6.327 -4.802
C -2.640 7.293 -3.529
C -3.219 6.362 -2.496
Br -4.707 5.336 -3.222
H -3.397 7.820 -4.106
H -1.975 8.019 -3.061
H -3.642 6.926 -1.665
H -2.497 5.644 -2.112
Br -3.314 -8.291 -0.953
C -5.165 -8.737 -0.538
C -6.118 -8.087 -1.509
Br -6.355 -6.193 -1.116
H -5.336 -8.444 0.496
H -5.219 -9.823 -0.618
H -7.113 -8.521 -1.417
H -5.790 -8.156 -2.544

Löwdin atomic charge list, values in e, 4 entries:
1. C -0.01
2. C -0.15
3. C -0.23
4. C -0.38

The following is a quantum chemistry calculation of a cluster of 2 separate species, C3H10S in total in a non-equilibrium geometry, from OMol25.

The value obtained for the total energy is -518.4562 a.u. The relative energy (zero: lowest compared OMol25 entry of this formula, charge and spin) comes out at 9.77 kcal/mol. Its largest force on an atom is 0.0449 Eh/bohr. The HOMO energy comes out at -8.92 eV.

Cartesian coordinates (Å):
C -4.795 1.469 -3.555
H -5.753 1.663 -3.065
H -4.077 2.258 -3.371
H -4.966 1.466 -4.630
H -4.530 0.439 -3.341
C 2.003 -1.946 1.191
C 1.617 -0.609 1.807
S 0.978 0.562 0.612
H 2.806 -1.863 0.463
H 1.153 -2.432 0.718
H 2.306 -2.676 1.943
H 1.072 -0.630 2.746
H 2.576 -0.192 2.142
H 1.246 -0.024 -0.546

Löwdin atomic charge list, values in e, 4 entries:
1. C -0.05
2. H 0.02
3. H 0.01
4. H 0.01

The following is a quantum chemistry calculation of a structure of composition C20H46GaO3P4Se in a non-equilibrium geometry, from OMol25.

The total charge is +3. The value obtained for the total energy is -6705.9783 a.u. The relative energy (zero: lowest compared OMol25 entry of this formula, charge and spin) comes out at 0.00 kcal/mol. Its largest force on an atom is 0.0487 Eh/bohr. The HOMO energy (spin up / spin down) comes out at -15.98 / -15.98 eV.

Cartesian coordinates (Å):
Ga 0.418 0.112 1.060
P -1.800 -1.205 1.371
P 0.030 2.055 2.206
P 1.464 -1.497 2.357
H 0.712 -0.565 -2.202
C 0.997 -1.597 -1.941
C 0.222 -2.675 -1.984
H -0.831 -2.672 -2.328
C -3.042 -0.944 0.056
C -2.746 -0.788 2.880
C -1.792 -3.037 1.333
C 1.400 3.234 1.934
C -1.532 2.880 1.729
C -0.042 1.788 4.003
C 1.646 -3.102 1.505
C 0.688 -1.890 3.948
C 3.129 -0.921 2.753
H 2.041 -1.681 -1.586
H 0.552 -3.617 -1.521
H -2.731 -1.442 -0.870
H -3.126 0.130 -0.145
H -4.026 -1.326 0.375
H -2.981 0.289 2.927
H -2.172 -1.046 3.785
H -3.694 -1.360 2.886
H -1.414 -3.373 0.356
H -2.822 -3.412 1.472
H -1.158 -3.450 2.125
H 1.200 4.163 2.513
H 1.468 3.480 0.862
H 2.354 2.787 2.272
H -1.517 3.918 2.105
H -2.388 2.330 2.158
H -1.645 2.899 0.634
H -0.134 2.776 4.482
H 0.870 1.296 4.372
H -0.918 1.172 4.267
H 2.452 -3.672 2.007
H 1.905 -2.952 0.444
H 0.716 -3.690 1.547
H 1.430 -2.446 4.555
H -0.206 -2.529 3.829
H 0.400 -0.977 4.498
H 3.709 -1.754 3.190
H 3.085 -0.092 3.476
H 3.631 -0.555 1.837
C 4.332 0.365 -1.959
C 3.996 -0.534 -2.988
C 4.883 -0.761 -4.058
C 6.097 -0.069 -4.141
C 6.403 0.891 -3.155
C 5.523 1.115 -2.081
Se 3.340 0.722 -0.312
H 1.913 0.244 -0.642
H 3.041 -1.073 -2.994
H 4.648 -1.473 -4.853
H 6.826 -0.236 -4.949
H 7.317 1.493 -3.200
H 5.735 1.860 -1.297
C -4.702 2.769 -0.606
O -3.505 1.976 -0.707
P -2.477 2.059 -2.118
O -3.627 2.181 -3.244
C -4.702 1.215 -3.368
O -1.872 0.520 -2.492
C -1.778 0.040 -3.833
H -4.548 3.749 -1.091
H -4.915 2.959 0.462
H -5.574 2.279 -1.067
H -4.760 0.478 -2.544
H -5.626 1.788 -3.440
H -4.553 0.688 -4.308
H -0.823 -0.484 -3.935
H -2.623 -0.642 -4.028
H -1.772 0.841 -4.585

Löwdin atomic charge list, values in e, 4 entries:
1. Ga 0.44
2. P 0.79
3. P 0.73
4. P 0.71